1.
The following is a quantum chemistry calculation of a cluster of 5 separate species, C64H144ClP4 in total at a distorted geometry, from the Open Molecules 2025 dataset.

Structure (ORCA input):
```
! wB97M-V def2-TZVPD RIJCOSX def2/J DEFGRID3
* xyz 3 1
C -4.93781 3.90661 4.73198
C -3.51580 3.45737 4.98331
C -2.43725 4.13949 4.11094
C -1.10707 3.59678 4.43735
P -0.41564 2.34467 3.32081
C 1.19567 1.88779 3.80143
C 2.38820 2.87989 3.62891
C 2.41455 4.12061 4.61169
C 2.35154 3.69446 6.08548
C -1.52396 0.84277 3.37595
C -2.63880 0.81498 2.36707
C -3.49588 -0.47261 2.46368
C -4.39738 -0.55918 3.71655
C -0.36706 3.14302 1.63391
C 0.01991 4.58005 1.60382
C 0.03829 5.08056 0.18404
C 0.34443 6.60160 0.09647
H -5.09526 4.97048 4.78137
H -5.55772 3.46087 5.48076
H -5.21462 3.61636 3.71112
H -3.40693 2.36161 4.92242
H -3.30941 3.67230 6.03467
H -2.46261 5.18970 4.35076
H -2.74949 4.06878 3.01476
H -1.04062 3.24854 5.45950
H -0.33574 4.40609 4.39244
H 1.49731 1.00761 3.22595
H 1.08985 1.60063 4.86010
H 2.42741 3.24527 2.62865
H 3.24633 2.28152 3.94073
H 1.54886 4.80106 4.37561
H 3.38338 4.60386 4.46498
H 3.26065 3.14981 6.42009
H 1.51273 2.92835 6.22135
H 2.15469 4.47749 6.80198
H -1.76545 0.66098 4.39257
H -0.79618 0.05963 3.12954
H -2.19057 0.91492 1.38325
H -3.25183 1.65841 2.50521
H -2.76489 -1.31944 2.43188
H -4.14917 -0.57389 1.61830
H -3.80038 -0.73151 4.61040
H -5.12429 -1.38307 3.65422
H -4.84338 0.44243 3.84500
H -1.36573 3.04476 1.10180
H 0.28482 2.48993 1.07529
H 0.93675 4.88604 2.11635
H -0.78485 5.19499 2.05105
H -0.97446 4.96137 -0.30774
H 0.75677 4.46445 -0.37359
H 0.30286 6.91533 -0.92185
H 1.38468 6.79536 0.43694
H -0.31278 7.18385 0.71730
C 5.28063 -6.63260 7.17402
C 4.37587 -7.47644 6.28009
C 3.82259 -6.58435 5.14299
C 2.76107 -7.26237 4.29093
P 2.20897 -6.19335 2.90600
C 3.58356 -5.52952 1.91011
C 4.63485 -6.53121 1.35454
C 5.62760 -5.87665 0.35969
C 6.54489 -4.85576 0.99269
C 1.23606 -6.99053 1.59634
C 0.05263 -7.89123 2.02631
C -0.26257 -8.97038 1.00623
C -0.82652 -8.29683 -0.27159
C 1.44310 -4.76776 3.66436
C 0.58482 -3.86129 2.79771
C 0.00710 -2.71721 3.62153
C 1.00889 -1.90578 4.44490
H 6.15480 -6.43514 6.57906
H 5.63414 -7.16009 8.07420
H 4.80232 -5.69827 7.50571
H 3.41278 -7.80118 6.79997
H 4.81002 -8.39640 5.90442
H 4.56444 -6.13796 4.48791
H 3.39443 -5.70104 5.65795
H 1.88277 -7.45802 4.80186
H 3.21016 -8.16226 3.87626
H 4.04318 -4.66961 2.44753
H 3.01795 -5.09665 1.10601
H 4.15067 -7.35550 0.83506
H 5.15184 -6.99563 2.19837
H 5.14072 -5.27451 -0.45188
H 6.20195 -6.73568 -0.01288
H 7.23430 -5.37422 1.66954
H 5.94290 -4.13385 1.55178
H 7.16383 -4.34643 0.28367
H 1.90844 -7.51264 0.84971
H 0.72012 -6.21564 1.01009
H -0.79186 -7.21662 2.22189
H 0.32145 -8.25420 3.00845
H -1.02583 -9.64678 1.41975
H 0.69208 -9.47073 0.76412
H -0.23310 -7.39001 -0.51796
H -1.87783 -7.98587 -0.22591
H -0.78236 -9.05709 -1.09702
H 2.32063 -4.25702 4.03592
H 0.92619 -5.07946 4.64306
H -0.20651 -4.50605 2.26790
H 1.23701 -3.40076 2.04405
H -0.83345 -2.97289 4.27261
H -0.46910 -2.01554 2.93027
H 1.91327 -1.61258 3.85500
H 1.32786 -2.49572 5.28977
H 0.59336 -0.95840 4.79337
C 2.46094 -4.25122 -1.27002
C 3.56276 -3.22199 -1.56179
C 2.95817 -1.78617 -1.63728
C 4.02249 -0.89181 -2.31214
P 3.89906 0.80149 -1.60315
C 4.27588 0.66253 0.15874
C 5.60993 -0.00032 0.47599
C 5.71722 -0.21201 1.99695
C 6.93307 -1.07215 2.42506
C 5.10946 1.95788 -2.32979
C 5.89816 1.43613 -3.58606
C 6.85054 2.52251 -4.13889
C 7.73055 2.05987 -5.30349
C 2.31056 1.68999 -1.84212
C 1.96575 1.90415 -3.34932
C 0.86748 2.98739 -3.53214
C 0.20600 3.10436 -4.85585
H 1.94295 -3.91777 -0.38991
H 2.78700 -5.30597 -1.15532
H 1.74915 -4.32410 -2.09139
H 4.01707 -3.41435 -2.53460
H 4.38983 -3.29268 -0.85846
H 2.66814 -1.32855 -0.71493
H 2.03397 -1.78592 -2.31650
H 3.94106 -0.75909 -3.37605
H 5.03916 -1.20036 -2.05882
H 3.46801 0.08261 0.63611
H 4.37762 1.67049 0.52782
H 6.50412 0.50532 0.11034
H 5.67588 -0.98146 0.03908
H 4.80561 -0.72052 2.35929
H 5.79524 0.72199 2.54937
H 7.90002 -0.52013 2.34486
H 6.97761 -1.92391 1.75981
H 6.88824 -1.41649 3.44034
H 5.83827 2.29339 -1.51550
H 4.43051 2.82298 -2.49500
H 5.38669 0.99028 -4.48596
H 6.52561 0.57550 -3.18180
H 7.48301 2.92572 -3.34599
H 6.29517 3.38544 -4.52913
H 8.06194 1.02156 -5.23328
H 8.63376 2.67108 -5.35947
H 7.27889 2.23736 -6.37158
H 2.44718 2.66395 -1.34300
H 1.47891 1.21829 -1.32919
H 1.49969 1.01852 -3.76065
H 2.83769 2.06152 -4.00888
H 1.15958 3.99381 -3.17770
H 0.07879 2.79952 -2.79296
H 0.94824 3.31120 -5.65672
H -0.59827 3.82087 -4.84193
H -0.28652 2.18475 -5.21308
C -10.37864 -0.11765 -6.27717
C -9.96385 0.88212 -5.20324
C -8.52133 1.17290 -5.24093
C -8.17693 2.39226 -4.35380
P -6.46877 2.61302 -4.06972
C -5.74785 1.27401 -3.09777
C -4.27983 1.33683 -3.08458
C -3.86359 0.23071 -2.13748
C -2.36854 0.10152 -2.01201
C -5.63815 2.95735 -5.69002
C -4.77543 1.97910 -6.48990
C -3.32543 2.39789 -6.63605
C -3.07837 3.50287 -7.72083
C -6.35644 4.23105 -3.22006
C -5.10578 4.60873 -2.42932
C -5.24669 6.00151 -1.78032
C -4.73728 7.22188 -2.59968
H -11.35987 -0.58803 -6.01192
H -9.72073 -0.96040 -6.47869
H -10.41757 0.46333 -7.22884
H -10.22292 0.53071 -4.21913
H -10.48581 1.83798 -5.35292
H -8.05626 1.27884 -6.26148
H -7.98764 0.31784 -4.77485
H -8.58874 2.24762 -3.36683
H -8.68162 3.31402 -4.76016
H -6.13508 0.40381 -3.66313
H -6.25755 1.31956 -2.14748
H -3.86313 2.20271 -2.63039
H -3.86106 1.23372 -4.06619
H -4.18807 -0.75020 -2.49859
H -4.29108 0.48205 -1.13448
H -1.91041 0.98550 -1.61365
H -1.90298 -0.01849 -2.95492
H -2.12693 -0.72012 -1.32440
H -4.98324 3.78450 -5.40006
H -6.41466 3.31458 -6.34922
H -5.19364 1.82497 -7.47988
H -4.72877 0.95565 -6.14199
H -2.68607 1.57004 -6.95315
H -2.77499 2.64707 -5.70410
H -2.14838 4.00026 -7.58331
H -3.76522 4.36930 -7.61792
H -3.24190 3.12388 -8.72861
H -7.19289 4.19731 -2.45503
H -6.60379 5.04289 -3.94539
H -4.21727 4.59752 -2.96417
H -5.00196 3.91457 -1.54533
H -4.69246 6.02507 -0.88306
H -6.28271 6.25723 -1.52336
H -4.62992 8.13698 -1.95319
H -5.45172 7.55689 -3.36346
H -3.81095 7.03545 -3.15495
Cl 0.92920 0.01369 1.03004
*
```

HOMO-LUMO gap	0.341	Eh
E_LUMO	-4.886	eV
DFT total energy	-118362.7397	eV

2.
The following is a quantum chemistry calculation of a cluster of 11 separate species, C64H144N6O16 in total at a distorted geometry, from the Open Molecules 2025 dataset.

Structure (ORCA input):
```
! wB97M-V def2-TZVPD RIJCOSX def2/J DEFGRID3
* xyz 0 1
C -7.28958 1.73502 4.81957
C -5.91714 2.09432 4.25995
C -5.48026 0.83004 3.54169
C -4.18759 1.11715 2.68883
C -4.54871 2.23535 1.75569
C -4.97424 3.53183 2.41977
N -6.13994 3.14718 3.21095
O -6.67595 4.27812 3.89616
C -3.80932 4.30933 3.16161
C -5.41775 4.47207 1.24308
C -4.99574 2.44338 5.40180
H -8.15726 1.91428 4.14694
H -7.56105 2.42236 5.64756
H -7.28760 0.66292 5.16111
H -5.35188 0.05661 4.27955
H -6.22394 0.53515 2.80203
H -3.97086 0.13948 2.09500
H -3.28402 1.28118 3.25438
H -5.30748 1.84978 1.02278
H -3.68355 2.47169 1.09647
H -4.17278 5.09046 3.77478
H -3.28043 3.59839 3.79376
H -3.14105 4.76937 2.42740
H -4.64948 4.38696 0.45056
H -6.45660 4.28009 0.78397
H -5.52728 5.56361 1.49379
H -5.24138 1.83694 6.33025
H -5.06068 3.51031 5.65769
H -4.01203 2.23968 5.03557
H -5.88160 4.68686 4.27801
C 6.04640 -4.96094 0.23709
C 5.12344 -3.84214 0.72812
C 4.81251 -2.92633 -0.48288
C 3.91543 -3.58178 -1.47148
C 2.62856 -3.85513 -0.79645
C 2.78281 -4.87883 0.25928
N 3.85277 -4.39322 1.19020
O 4.05452 -5.34539 2.28838
C 1.53609 -4.95608 1.15177
C 2.93095 -6.25099 -0.31230
C 5.74260 -3.10803 1.86541
H 6.87012 -4.49521 -0.37347
H 5.59143 -5.70048 -0.37020
H 6.66361 -5.39734 0.98032
H 4.26515 -2.11534 -0.11054
H 5.75336 -2.49377 -0.83403
H 4.42985 -4.44512 -1.89561
H 3.79285 -2.97668 -2.34883
H 1.82433 -4.17928 -1.49108
H 2.21977 -2.93701 -0.35495
H 1.75748 -5.70756 1.92512
H 1.29471 -3.97230 1.55024
H 0.70593 -5.43035 0.54087
H 2.21356 -6.27873 -1.18732
H 3.90702 -6.38216 -0.77751
H 2.82292 -7.11179 0.33854
H 6.76882 -2.83613 1.52587
H 5.88885 -3.66932 2.77279
H 5.24434 -2.22393 2.05636
H 4.58052 -6.08239 1.88892
C -1.84565 -2.59252 -5.37581
C -2.75486 -2.85677 -4.20402
C -3.98846 -3.73709 -4.40414
C -3.60515 -5.19635 -4.52447
C -2.99239 -5.63571 -3.22732
C -1.68041 -4.88062 -2.98329
N -2.10662 -3.45692 -2.99251
O -0.95736 -2.60961 -2.56598
C -1.30533 -5.15631 -1.42627
C -0.56930 -5.22863 -3.89553
C -3.31835 -1.40946 -3.69479
H -2.33443 -1.88870 -6.03405
H -1.70229 -3.49668 -5.96394
H -1.00453 -2.14869 -4.96791
H -4.65545 -3.61786 -3.53531
H -4.57738 -3.37415 -5.21562
H -2.89527 -5.44031 -5.31889
H -4.57237 -5.71431 -4.68451
H -2.70210 -6.69147 -3.17145
H -3.61273 -5.48662 -2.36740
H -1.97490 -4.61543 -0.80673
H -1.26447 -6.20926 -1.19822
H -0.31591 -4.77557 -1.45423
H -0.29327 -6.22756 -3.62844
H -0.73536 -5.19492 -5.00023
H 0.25953 -4.50845 -3.76245
H -3.84215 -0.90153 -4.55637
H -2.39705 -0.93916 -3.39468
H -4.03526 -1.57875 -2.83750
H -1.33446 -2.22893 -1.72272
C 3.31279 -1.45995 -5.18966
C 2.07211 -0.70493 -5.70578
C 1.09707 -0.47997 -4.52481
C 0.10785 0.62851 -4.75737
C 0.80113 1.87175 -5.18960
C 1.77290 1.78081 -6.36069
N 2.69566 0.59421 -5.97251
O 3.75290 0.53975 -6.94880
C 1.01454 1.61392 -7.66868
C 2.65146 3.02576 -6.44842
C 1.30712 -1.47416 -6.78904
H 3.23762 -2.43482 -4.68686
H 3.85003 -0.88677 -4.40137
H 4.07301 -1.46338 -5.99496
H 0.68793 -1.50585 -4.37882
H 1.71205 -0.24590 -3.64199
H -0.52095 0.79065 -3.82436
H -0.50098 0.32179 -5.58181
H 1.33208 2.24080 -4.32238
H 0.04870 2.67152 -5.46672
H 0.48111 2.56209 -7.85611
H 1.62563 1.35201 -8.48984
H 0.25661 0.82372 -7.47887
H 3.36034 3.15474 -5.58324
H 3.13031 3.09538 -7.38923
H 1.90262 3.85209 -6.36377
H 1.82064 -1.88382 -7.65400
H 0.48161 -0.88069 -7.17924
H 0.87251 -2.35358 -6.20811
H 3.34453 0.40607 -7.78606
C 4.79579 3.44031 1.45337
C 4.84083 1.96597 0.98659
C 3.54126 1.25062 1.48608
C 2.32569 1.62648 0.71577
C 2.46424 1.29028 -0.77359
C 3.67944 2.07705 -1.32258
N 4.85144 1.68443 -0.40818
O 6.10117 2.30161 -0.86874
C 4.01017 1.48689 -2.69269
C 3.42787 3.59111 -1.32878
C 6.10405 1.24320 1.55706
H 5.29978 3.53967 2.36392
H 3.81810 3.85680 1.46814
H 5.29426 4.24866 0.77102
H 3.70128 0.11570 1.35869
H 3.44393 1.45016 2.60432
H 2.04779 2.65931 0.84937
H 1.47906 1.04957 1.13513
H 1.53717 1.50261 -1.22263
H 2.72671 0.24495 -1.06009
H 4.93302 1.89235 -3.18471
H 4.10997 0.39654 -2.60890
H 3.14434 1.71485 -3.30452
H 3.00945 3.99658 -0.38619
H 4.21751 4.31568 -1.68193
H 2.52919 3.70358 -1.98268
H 7.02294 1.92573 1.45281
H 6.38724 0.43839 0.88307
H 5.95313 0.89310 2.57353
H 6.03501 3.24126 -0.68165
C -0.64278 4.12773 5.61844
C 0.36026 3.42538 4.70689
C 1.21363 4.36706 3.93501
C 2.29209 5.06549 4.71172
C 3.18985 4.04471 5.40308
C 2.37025 3.04189 6.25455
N 1.33713 2.51355 5.36777
O 0.65588 1.49652 6.14380
C 3.31461 1.87592 6.59579
C 1.86168 3.60798 7.61172
C -0.49862 2.46723 3.80763
H -0.13561 4.78302 6.40727
H -1.16603 3.35502 6.25177
H -1.33861 4.64469 4.97897
H 1.71077 3.80356 3.13833
H 0.67904 5.03506 3.26828
H 1.87492 5.73610 5.47640
H 2.84956 5.70719 3.98944
H 3.92110 4.52699 5.98121
H 3.77654 3.52037 4.63784
H 2.90664 1.07431 7.18796
H 3.54358 1.49949 5.59747
H 4.27092 2.22685 7.02409
H 2.46701 3.35006 8.49258
H 1.72956 4.69629 7.56151
H 0.89738 3.13559 7.80554
H 0.28782 1.74025 3.38626
H -0.95249 2.95118 2.93165
H -1.24685 1.92159 4.37629
H 0.81553 0.64170 5.63647
C -4.62598 2.23009 -1.86591
C -5.88625 1.41497 -2.29025
O -6.53025 0.81808 -1.15322
O -3.71189 2.46041 -2.91828
H -4.18914 1.59539 -1.12519
H -4.95820 3.12660 -1.35751
H -5.51573 0.59860 -2.95446
H -6.60762 2.05399 -2.87497
H -6.90732 1.54642 -0.60877
H -3.02860 1.74591 -2.83283
C -0.33793 -1.57014 0.79350
C -1.85142 -1.33992 1.01761
O -2.46311 -1.28108 -0.32007
O 0.18009 -1.42372 2.11461
H 0.11032 -0.75477 0.15060
H -0.19687 -2.59021 0.35643
H -2.06195 -0.39340 1.48885
H -2.37178 -2.03338 1.69783
H -3.41369 -1.08663 -0.16188
H 1.07910 -1.77929 2.12439
C -0.84142 3.31020 -0.72916
C -1.16038 1.86757 -0.38006
O -1.60114 1.04540 -1.44501
O -2.04730 3.94140 -1.14640
H -0.09384 3.48809 -1.48076
H -0.56405 3.75387 0.23570
H -1.90813 1.99944 0.43912
H -0.28719 1.41004 0.05616
H -1.75175 0.18081 -1.02702
H -2.38938 3.50400 -1.94556
C 2.65242 -1.07101 4.71352
C 2.91857 -2.44115 4.06202
O 2.76822 -2.31748 2.63838
O 1.28644 -0.73520 4.53517
H 3.25565 -0.32404 4.20571
H 2.86232 -1.07798 5.77100
H 2.17450 -3.16801 4.42893
H 4.00082 -2.74436 4.35353
H 3.16275 -3.19145 2.30113
H 1.07795 -0.35331 3.66158
C -5.79351 -2.31623 0.39834
C -6.13333 -2.66606 -1.05392
O -7.10053 -1.84520 -1.65413
O -5.20240 -1.02004 0.50653
H -5.08442 -2.96757 0.87585
H -6.78823 -2.27814 0.85125
H -6.63239 -3.60216 -1.06754
H -5.19885 -2.66468 -1.66364
H -6.83181 -0.92191 -1.80966
H -5.63861 -0.36846 -0.01379
*
```

HOMO-LUMO gap	0.327	Eh
SMILES	CC1(C)CCCC(C)(C)N1O.CC1(C)CCCC(C)(C)N1O.CC1(C)CCCC(C)(C)N1O.CC1(C)CCCC(C)(C)N1O.CC1(C)CCCC(C)(C)N1O.CC1(C)CCCC(C)(C)N1O.OCCO.OCCO.OCCO.OCCO.OCCO
E_LUMO	0.471	eV
DFT total energy	-110393.1017	eV
ΔE to the lowest compared entry with this formula, charge and spin	0.00	kJ/mol